ORCA calculation (ωB97M-V/def2-TZVPD) on a cluster of 11 separate species, C30H82O11 in total in a non-equilibrium geometry.

Calculated values
maximum force: 2.71 eV/A
ΔE to the lowest compared entry with this formula, charge and spin: 113.25 kJ/mol
highest occupied orbital energy: -9.4 eV
Kohn-Sham gap: 9.613 eV
LUMO: 0.00732 Ha
SMILES string: CC(C)O.CC(C)O.CC(C)O.CC(C)O.CC(C)O.CC(C)O.CC(C)O.CC(C)O.CCO.CCO.CCO

Structure (ORCA input):
```
! RIJCOSX wB97M-V def2-TZVPD def2/J DEFGRID3
* xyz 0 1
O 16.812 15.000 9.515
O 14.740 11.046 15.565
O 14.823 11.128 18.341
O 17.388 12.602 10.975
O 11.301 17.669 13.618
O 12.676 10.893 13.712
O 11.544 8.781 12.198
O 11.352 14.072 6.775
O 9.519 7.072 12.556
O 9.226 8.155 17.398
O 13.818 17.619 14.650
C 7.097 7.115 12.605
C 8.591 8.875 13.768
C 14.214 16.483 15.328
C 10.447 14.204 7.852
C 11.676 11.789 13.439
C 17.046 10.385 15.495
C 11.186 16.680 12.586
C 15.573 13.352 18.052
C 14.629 15.359 14.390
C 12.030 12.554 12.176
C 10.837 9.721 16.707
C 11.997 17.228 11.386
C 10.924 13.203 8.892
C 15.437 11.173 10.856
C 15.807 10.764 14.722
C 9.714 16.476 12.252
C 8.409 7.414 13.378
C 16.984 11.268 10.960
C 11.624 12.671 14.691
C 14.628 12.454 18.881
C 10.338 8.862 17.877
C 13.067 16.059 16.222
C 15.315 16.260 8.347
C 9.980 9.634 19.125
C 15.487 15.010 9.129
C 17.678 10.589 9.754
C 12.487 7.911 11.705
C 14.625 15.013 10.369
C 13.172 12.728 18.578
C 12.992 6.953 12.837
H 12.686 13.375 12.462
H 14.862 15.814 11.069
H 16.802 9.565 16.171
H 13.188 15.082 16.690
H 9.885 9.027 20.025
H 12.842 13.680 18.994
H 17.341 11.079 8.840
H 7.098 6.095 12.222
H 9.344 15.865 13.075
H 9.438 14.114 7.448
H 11.610 15.742 12.944
H 12.392 11.921 11.366
H 14.837 12.474 19.951
H 13.236 8.540 11.222
H 15.087 10.147 10.966
H 15.324 14.140 8.492
H 12.984 12.767 17.505
H 8.418 6.881 14.329
H 9.625 7.443 16.893
H 15.526 17.162 8.922
H 11.619 18.202 11.075
H 10.721 11.285 13.294
H 13.832 15.167 13.671
H 18.348 12.607 11.003
H 11.594 13.149 6.675
H 17.327 10.767 11.865
H 11.641 10.376 17.043
H 17.388 9.551 9.590
H 9.048 10.175 18.960
H 15.109 16.722 15.903
H 15.391 9.958 14.117
H 14.282 16.358 8.013
H 12.442 10.097 13.230
H 12.578 11.996 19.127
H 14.883 11.202 17.386
H 9.507 15.953 11.319
H 18.758 10.708 9.840
H 12.004 7.375 10.889
H 15.266 13.283 17.009
H 17.447 11.197 16.102
H 12.229 6.363 13.345
H 13.805 18.284 15.342
H 14.850 14.428 14.913
H 13.081 17.172 11.482
H 11.115 13.050 11.852
H 13.549 7.557 13.553
H 15.458 14.397 18.342
H 12.521 13.274 14.830
H 11.122 9.226 15.779
H 10.579 12.219 8.574
H 10.035 10.387 16.389
H 10.286 13.340 9.765
H 12.189 16.029 15.576
H 13.935 10.909 15.060
H 16.936 14.238 10.085
H 15.047 11.619 9.941
H 11.469 12.061 15.580
H 15.014 11.647 11.742
H 11.121 8.162 18.169
H 12.921 16.825 16.984
H 11.792 16.672 10.472
H 15.477 15.677 13.784
H 9.571 6.130 12.374
H 14.733 14.098 10.952
H 9.170 17.421 12.269
H 10.693 10.415 19.392
H 15.995 11.613 14.066
H 6.253 7.190 13.291
H 8.748 9.470 12.868
H 10.802 8.186 12.325
H 7.692 9.258 14.251
H 10.880 13.465 14.624
H 9.459 9.019 14.412
H 13.563 15.021 10.122
H 12.184 17.529 13.966
H 13.683 6.235 12.395
H 10.478 15.196 8.304
H 11.981 13.315 9.134
H 15.974 16.259 7.479
H 17.935 10.161 14.906
H 7.004 7.867 11.822
H 16.643 13.152 18.105
*
```

=====

ORCA calculation (ωB97M-V/def2-TZVPD) on a structure of composition C32H52BN9OTi.

Calculated values
maximum force: 0.99 eV/A
ΔE to the lowest compared entry with this formula, charge and spin: 0.00 kJ/mol
highest occupied orbital energy (spin up / spin down): -14.5 / -14.5 eV
Kohn-Sham gap (spin up / spin down): 7.040 / 6.111 eV
expectation value of S²: 2.008
LUMO (spin up / spin down): -0.27295 / -0.30694 Ha

Structure (ORCA input):
```
! RIJCOSX wB97M-V def2-TZVPD def2/J DEFGRID3
* xyz 2 3
Ti 0.176 0.040 -0.076
O 1.748 -0.723 1.214
N 3.335 0.069 -1.788
N -1.466 0.413 -1.200
N 1.417 1.341 -1.390
N -1.268 2.069 1.380
N -1.178 -1.034 1.094
N -2.529 1.034 -0.574
N -2.200 -0.252 1.604
N 1.603 -1.332 0.189
N 0.013 1.599 1.148
C 3.194 2.234 -2.755
C -4.873 3.161 -0.506
C 1.228 3.541 -2.372
C -2.405 5.283 1.539
C -2.240 -2.200 2.658
C -1.228 -2.229 1.716
C 3.067 3.563 1.187
C 2.632 1.205 -1.961
C 0.663 -3.658 2.504
C -4.856 1.848 -1.284
C -2.820 -0.941 2.586
C 0.041 -1.476 -2.581
C -5.851 0.821 -0.745
C -0.339 -3.390 1.381
C -3.074 0.676 -2.697
C 0.885 2.478 1.712
C -2.362 4.055 2.453
C -1.186 3.209 2.070
C -3.854 -0.408 3.545
C -0.207 0.252 -4.418
C -3.301 0.772 4.343
C 2.499 3.385 -2.959
C 2.886 1.850 3.038
C -2.275 4.468 3.922
C 0.746 2.523 -1.615
C -1.191 -4.636 1.110
C -5.230 -0.104 2.963
C 2.373 2.289 1.666
C -1.818 0.165 -2.481
C -3.503 1.219 -1.485
C -0.926 -0.625 -3.391
C 0.167 3.491 2.299
B -2.473 1.147 0.995
H 2.592 1.498 0.945
H 2.899 4.387 1.882
H -5.229 0.802 2.361
H -6.828 1.286 -0.618
H -5.612 -0.926 2.357
H -5.966 -0.023 -1.425
H 0.372 -0.369 -5.101
H -0.547 -5.460 0.803
H 2.692 2.620 3.786
H 1.299 -4.504 2.247
H -5.165 2.087 -2.306
H 2.999 -0.707 -1.247
H -4.796 3.011 0.568
H -0.455 -2.042 -1.786
H 2.708 3.873 0.205
H -1.923 -4.460 0.321
H -3.987 -1.240 4.243
H -2.325 0.551 4.778
H 0.568 -2.202 -3.202
H -2.426 5.008 0.484
H -5.536 0.435 0.222
H 2.926 4.169 -3.570
H 4.171 2.082 -3.192
H 1.301 -2.801 2.720
H 0.193 -3.164 0.454
H 0.853 -0.855 -2.170
H 0.134 -3.911 3.423
H 2.411 0.930 3.381
H 0.639 4.436 -2.506
H -3.984 1.024 5.155
H 0.564 4.339 2.828
H -3.483 1.578 1.411
H -3.645 0.647 -3.609
H 3.963 1.687 3.002
H 4.143 3.403 1.128
H -3.268 3.468 2.296
H -1.591 -1.301 -3.937
H -5.819 3.669 -0.693
H 4.246 -0.024 -2.202
H -0.916 0.831 -5.006
H -3.292 5.878 1.752
H -3.165 5.027 4.208
H -0.227 2.602 -1.150
H -4.074 3.831 -0.824
H -3.203 1.658 3.715
H -2.525 -2.992 3.329
H 0.478 0.951 -3.934
H -1.415 5.116 4.096
H -5.930 0.057 3.782
H -2.190 3.607 4.585
H -1.726 -4.956 2.004
H -1.533 5.917 1.703
*
```

=====

ORCA calculation (ωB97M-V/def2-TZVPD) on an isolated molecule of C23H17F3N2O4S in a non-equilibrium geometry.

Calculated values
maximum force: 3.94 eV/A
highest occupied orbital energy: -7.9 eV
Kohn-Sham gap: 7.786 eV
LUMO: -0.00541 Ha
SMILES string: O=C(O)Cc1cc(Cc2ccccc2S(=O)(=O)c2ccccc2)c2nc(C(F)(F)F)ccn12

Structure (ORCA input):
```
! RIJCOSX wB97M-V def2-TZVPD def2/J DEFGRID3
* xyz 0 1
S -0.102 -0.084 -2.084
F 0.881 -0.796 6.555
F 1.848 -2.367 5.461
F -0.312 -1.987 5.217
O 0.287 4.890 1.736
O -0.204 1.236 -1.437
O -0.582 3.550 0.084
O 1.203 -0.286 -2.731
N 1.829 1.417 2.141
N 1.588 -0.867 3.015
C 1.226 -0.433 4.233
C 0.140 -2.873 0.950
C -3.101 -0.092 -5.570
C 0.537 -1.926 -0.011
C 0.429 4.013 0.881
C -1.350 -1.221 -4.366
C 2.026 2.050 0.931
C 2.096 -0.193 0.658
C 2.004 -1.523 -0.027
C 0.883 -1.430 5.363
C -2.205 -1.188 -5.447
C 1.361 1.925 3.358
C 1.856 3.492 0.616
C -0.462 -1.397 -0.854
C -1.810 -1.817 -0.705
C -2.331 0.816 -3.440
C -1.377 -0.199 -3.386
C -1.186 -3.261 1.096
C -2.176 -2.735 0.260
C 2.330 1.098 -0.012
C 1.061 1.054 4.393
C 1.830 0.047 1.989
C -3.166 0.879 -4.561
H 2.637 -2.266 0.493
H -2.386 1.521 -2.646
H 0.897 -3.272 1.619
H -3.721 -0.012 -6.465
H 2.133 3.656 -0.458
H 0.778 1.459 5.367
H -2.556 -1.338 -1.326
H -1.434 -3.985 1.872
H 2.449 -1.443 -1.029
H -3.912 1.683 -4.666
H -3.228 -3.085 0.347
H -0.583 -1.941 -4.306
H 1.267 3.025 3.474
H -0.252 2.847 -0.517
H -2.205 -1.945 -6.191
H 2.536 1.231 -1.075
H 2.532 4.071 1.200
*
```

=====

ORCA calculation (ωB97M-V/def2-TZVPD) on an isolated molecule of C8H10INO2 in a non-equilibrium geometry.

Calculated values
maximum force: 3.90 eV/A
ΔE to the lowest compared entry with this formula, charge and spin: 381.32 kJ/mol
highest occupied orbital energy (spin up / spin down): -7.5 / -7.5 eV
Kohn-Sham gap (spin up / spin down): 7.771 / 7.773 eV
LUMO (spin up / spin down): 0.01113 / 0.01118 Ha

Structure (ORCA input):
```
! RIJCOSX wB97M-V def2-TZVPD def2/J DEFGRID3
* xyz 0 1
I 3.644 -0.195 -0.239
O -1.343 0.473 1.246
O 0.468 1.652 0.591
N -2.073 -2.149 -0.562
C -1.167 -1.472 -0.009
C -1.112 0.097 -0.150
C -0.194 -1.928 1.000
C 0.151 0.820 -0.406
C 0.579 1.352 -1.728
C 1.664 -0.905 -0.331
C -0.489 1.534 1.589
C 1.100 -1.508 0.880
H -2.851 -1.742 -1.073
H 0.727 0.630 -2.540
H 1.583 1.836 -1.783
H 1.324 -0.973 -1.326
H -1.058 2.566 1.561
H -0.002 1.331 2.567
H -0.689 -2.310 1.843
H -0.255 1.982 -2.087
H 1.820 -1.590 1.771
H -1.828 0.497 -0.814
*
```

=====

ORCA calculation (ωB97M-V/def2-TZVPD) on a structure of composition C22H31PtS2SbTe.

Calculated values
maximum force: 0.49 eV/A
ΔE to the lowest compared entry with this formula, charge and spin: 0.00 kJ/mol
highest occupied orbital energy: -6.5 eV
Kohn-Sham gap: 6.799 eV
LUMO: 0.01255 Ha

Structure (ORCA input):
```
! RIJCOSX wB97M-V def2-TZVPD def2/J DEFGRID3
* xyz 0 1
Pt 1.730 -1.545 0.982
Te -0.365 -2.637 -0.091
Sb 0.954 0.894 0.936
S 2.669 -3.637 0.952
S 3.612 -0.790 2.010
C -1.157 1.227 1.027
C 0.501 3.204 -1.085
C -1.774 0.475 2.202
C 4.186 -3.431 1.812
C -0.145 -0.391 -2.138
C 5.907 -1.974 2.917
C -2.868 0.049 -2.466
C 0.369 -3.909 -1.608
C 4.979 -4.704 1.979
C -2.427 -0.953 -1.608
C 1.162 3.482 2.616
C -0.423 -4.969 -2.027
C 4.594 -2.232 2.233
C 1.557 2.188 -0.666
C 1.603 2.023 2.621
C -1.951 0.824 -3.159
C -1.066 -1.166 -1.441
C 0.018 -5.790 -3.058
C 1.603 -3.670 -2.199
C -0.588 0.601 -3.000
C 1.241 -5.545 -3.662
C 2.032 -4.486 -3.233
H 2.995 -4.306 -3.693
H 2.690 1.928 2.641
H -0.595 -6.620 -3.383
H 0.217 3.859 -0.260
H 2.239 -2.876 -1.828
H 6.424 -2.906 3.143
H 1.843 1.548 -1.501
H 0.872 3.839 -1.893
H -2.857 0.608 2.232
H 5.213 -4.892 3.029
H -3.146 -1.553 -1.063
H -1.380 -5.159 -1.557
H -3.929 0.222 -2.590
H -2.297 1.603 -3.826
H -1.577 0.892 0.078
H 1.497 3.993 3.521
H -1.372 0.820 3.157
H 5.920 -4.666 1.425
H -0.406 2.712 -1.441
H 0.075 3.579 2.572
H 1.237 1.489 3.499
H 0.129 1.205 -3.542
H 1.585 -6.186 -4.464
H 4.413 -5.558 1.609
H -1.337 2.300 1.100
H -1.573 -0.598 2.142
H 6.564 -1.368 2.287
H 0.916 -0.557 -1.990
H 2.471 2.676 -0.322
H 1.579 4.023 1.766
H 5.760 -1.431 3.852
*
```

=====

ORCA calculation (ωB97M-V/def2-TZVPD) on a cluster of 3 separate species, C6H10NO3P in total in a non-equilibrium geometry.

Calculated values
maximum force: 5.18 eV/A
ΔE to the lowest compared entry with this formula, charge and spin: 146.53 kJ/mol
highest occupied orbital energy: -8.6 eV
Kohn-Sham gap: 8.950 eV
LUMO: 0.01362 Ha
SMILES string: c1cc[nH]c1.COP=O.C=O

Structure (ORCA input):
```
! RIJCOSX wB97M-V def2-TZVPD def2/J DEFGRID3
* xyz 0 1
P -1.375 0.294 0.699
O -2.444 -1.711 -3.298
O -0.691 1.043 2.048
O -1.704 -1.056 1.100
N 1.083 -1.677 -1.072
C 2.218 -0.637 0.556
C -0.540 0.401 3.239
C -3.379 -0.869 -3.311
C 1.877 -1.845 0.005
C 1.384 0.297 -0.193
C 0.811 -0.388 -1.194
H -3.680 -0.563 -2.336
H 0.725 -2.487 -1.512
H 2.328 -2.853 0.231
H 0.105 -0.008 -2.023
H 0.125 1.000 3.912
H -0.131 -0.571 2.978
H -3.784 -0.458 -4.247
H 2.886 -0.520 1.417
H 1.387 1.420 0.158
H -1.399 0.142 3.901
*
```

=====

no.,energy (eV)
1,-54960.5801
2,-73268.4832
3,-54284.1157
4,-22139.3972
5,-62065.8852
6,-23303.8874